Below is an isolated ion of composition C5H9N3 and charge +2, with properties calculated with ωB97M-V/def2-TZVPD.

Computed properties:
HOMO level (spin up / spin down)   -20.2183 / -20.2187 eV
Relative energy (zero: lowest compared OMol25 entry of this formula, charge and spin)   3.700 eV
SMILES string   C1CC2=[NH+]CN=[N+]2C1
Charge   +2

Each line ends with the Mulliken charge.
Atoms and positions in Å:
C1 1.942 0.267 -0.176  -0.541
C2 1.163 -1.040 0.200  -0.453
C3 -0.196 -0.583 -0.029  0.212
N1 -1.407 -1.108 -0.110  -0.070
C4 -2.350 -0.023 0.011  -0.294
N2 -1.642 1.191 0.082  -0.346
N3 -0.293 0.745 -0.043  0.610
C5 0.891 1.402 0.009  -0.522
H1 2.926 0.338 0.433  0.392
H2 2.193 0.242 -1.336  0.322
H3 1.180 -1.424 1.260  0.375
H4 1.364 -2.058 -0.311  0.418
H5 -1.616 -2.156 -0.133  0.337
H6 -3.341 -0.271 0.573  0.429
H7 -2.882 0.130 -0.899  0.392
H8 0.997 1.966 0.997  0.342
H9 1.073 2.385 -0.529  0.396

Cartesian forces, eV/Å:
1.921 -0.552 -1.478
0.231 -2.014 -0.500
-1.525 -3.048 0.097
0.535 -0.575 0.580
-0.446 -1.041 0.680
4.664 -2.145 -0.223
-8.116 2.396 0.624
4.538 3.987 1.914
-1.841 0.292 -1.139
-0.247 -0.126 2.480
0.210 0.926 -0.408
0.075 1.860 0.175
0.203 1.788 0.081
1.692 0.770 0.152
-0.837 0.261 -2.029
-0.306 -1.266 -0.310
-0.751 -1.513 -0.696